# 1
This record from the Open Molecules 2025 dataset describes a 2-piece molecular cluster, C4H2ClO2 overall at a distorted geometry. The level of theory is the ωB97M-V functional and the def2-TZVPD basis.

Element x y z (Å)
C: 1.14 0.05 -0.91
C: 0.11 0.12 -0.33
C: -2.67 -1.03 -0.12
C: -1.84 0.25 0.41
O: -3.44 -0.78 -1.01
O: -2.38 -2.08 0.47
Cl: -2.36 1.86 0.09
H: 2.08 -0.31 -1.27
H: -1.47 0.04 1.50

As for the largest force on an atom: 6.0 eV/A. The value obtained for the gap between HOMO and LUMO (spin up / spin down) is 8.645 / 8.631 eV. The calculation puts the total energy at -20795.260 eV. As for the spin multiplicity: 1. The energy above the lowest of the compared OMol25 structures with the same formula, charge and spin is 319.7 kJ/mol. The charge is -1. The value obtained for the HOMO energy (spin up / spin down) is -5.0 / -5.0 eV. The value obtained for the LUMO energy (spin up / spin down) is 3.60 / 3.59 eV.

=====

# 2
This record from the Open Molecules 2025 dataset describes C23H26CoN3O3P as an isolated structure. The level of theory is the ωB97M-V functional and the def2-TZVPD basis.

Element x y z (Å)
Co: -1.30 -0.89 -0.57
N: -2.14 0.77 -1.63
N: -1.92 0.42 -3.00
C: -0.90 -0.54 -3.26
O: -0.39 -0.55 -4.35
O: -0.63 -1.34 -2.26
H: -3.13 0.95 -1.50
H: -1.62 1.61 -1.38
H: -1.88 1.20 -3.64
N: -0.42 -0.18 0.83
P: 1.01 0.59 0.82
C: 2.39 -0.55 0.64
C: 3.67 -0.15 1.06
C: 4.75 -0.99 0.85
C: 4.56 -2.23 0.24
C: 3.30 -2.63 -0.16
C: 2.21 -1.79 0.04
C: 1.00 1.71 -0.59
C: 0.34 2.94 -0.49
C: 0.16 3.71 -1.63
C: 0.62 3.25 -2.86
C: 1.27 2.03 -2.96
C: 1.46 1.26 -1.82
C: 1.24 1.55 2.31
C: 2.11 2.64 2.35
C: 2.29 3.33 3.54
C: 1.61 2.93 4.68
C: 0.74 1.85 4.64
C: 0.55 1.16 3.46
H: 3.82 0.80 1.55
H: 5.73 -0.69 1.18
H: 5.41 -2.88 0.09
H: 3.16 -3.58 -0.64
H: 1.24 -2.10 -0.30
H: -0.02 3.29 0.47
H: -0.33 4.67 -1.55
H: 0.47 3.86 -3.74
H: 1.62 1.67 -3.91
H: 1.96 0.30 -1.90
H: 2.64 2.96 1.46
H: 2.97 4.17 3.58
H: 1.75 3.47 5.61
H: 0.21 1.55 5.53
H: -0.13 0.32 3.41
C: -4.04 -4.08 -0.64
C: -5.00 -3.04 -0.07
C: -4.26 -1.74 -0.34
O: -2.85 -2.09 -0.20
C: -2.68 -3.54 -0.24
H: -4.13 -4.12 -1.73
H: -4.21 -5.08 -0.25
H: -5.13 -3.18 1.00
H: -5.98 -3.05 -0.54
H: -4.47 -0.95 0.37
H: -4.42 -1.39 -1.36
H: -2.38 -3.86 0.76
H: -1.89 -3.76 -0.95

As for the largest force on an atom: 0.3 eV/A. As for the expectation value of S²: 6.016. The value obtained for the gap between HOMO and LUMO (spin up / spin down) is 10.049 / 7.710 eV. The calculation puts the total energy at -81795.868 eV. As for the spin multiplicity: 5. The energy above the lowest of the compared OMol25 structures with the same formula, charge and spin is 0.0 kJ/mol. The charge is +1. The value obtained for the HOMO energy (spin up / spin down) is -12.3 / -12.3 eV. The value obtained for the LUMO energy (spin up / spin down) is -2.26 / -4.60 eV.

=====

# 3
This record from the Open Molecules 2025 dataset describes a 2-piece molecular cluster, CH4N2OS overall at a distorted geometry. The level of theory is the ωB97M-V functional and the def2-TZVPD basis.

Element x y z (Å)
C: 1.17 -0.25 0.12
N: 1.54 0.97 0.22
N: -2.16 -0.69 0.27
O: 1.34 -1.39 -0.02
S: -1.30 0.59 -0.29
H: 2.53 1.39 0.45
H: 0.81 1.64 0.50
H: -2.37 -1.53 -0.28
H: -1.84 -0.96 1.23

As for the largest force on an atom: 3.9 eV/A. As for the expectation value of S²: 2.006. The value obtained for the gap between HOMO and LUMO (spin up / spin down) is 6.513 / 7.696 eV. The calculation puts the total energy at -16961.143 eV. As for the spin multiplicity: 3. The energy above the lowest of the compared OMol25 structures with the same formula, charge and spin is 0.0 kJ/mol. The charge is 0. The value obtained for the HOMO energy (spin up / spin down) is -5.8 / -8.8 eV. The value obtained for the LUMO energy (spin up / spin down) is 0.74 / -1.15 eV.

=====

# 4
This record from the Open Molecules 2025 dataset describes C12H14AgCl2N2 as an isolated structure at a distorted geometry. The level of theory is the ωB97M-V functional and the def2-TZVPD basis.

Element x y z (Å)
Ag: -6.31 -1.88 5.84
C: -1.37 2.59 3.18
N: -0.83 2.04 1.86
C: -1.42 1.02 1.24
C: -0.86 0.40 0.12
C: 0.37 0.91 -0.37
C: 0.89 2.09 0.17
C: 0.29 2.59 1.27
C: 1.10 0.06 -1.44
C: 1.96 0.57 -2.43
C: 2.58 -0.28 -3.41
N: 2.25 -1.63 -3.51
C: 1.35 -2.09 -2.62
C: 0.81 -1.35 -1.55
C: 2.82 -2.59 -4.48
H: -1.73 1.82 3.87
H: -1.99 3.45 2.97
H: -0.51 3.07 3.64
H: -2.29 0.68 1.79
H: -1.45 -0.36 -0.36
H: 1.80 2.51 -0.20
H: 0.70 3.49 1.70
H: 2.10 1.64 -2.46
H: 3.37 0.11 -4.03
H: 1.21 -3.16 -2.67
H: 0.15 -1.91 -0.90
H: 2.04 -2.75 -5.23
H: 3.00 -3.53 -3.96
H: 3.72 -2.12 -4.88
Cl: -9.82 -3.81 7.43
Cl: -3.93 -1.59 9.40

As for the largest force on an atom: 2.9 eV/A. The value obtained for the gap between HOMO and LUMO is 1.122 eV. The calculation puts the total energy at -44681.006 eV. As for the spin multiplicity: 1. The energy above the lowest of the compared OMol25 structures with the same formula, charge and spin is 695.3 kJ/mol. The charge is +1. The value obtained for the HOMO energy is -8.0 eV. The value obtained for the LUMO energy is -6.88 eV.

=====

# 5
This record from the Open Molecules 2025 dataset describes an isolated molecule of C4H5NO2. The level of theory is the ωB97M-V functional and the def2-TZVPD basis.

Element x y z (Å)
O: -2.72 0.86 -0.05
C: -1.67 0.33 -0.31
C: -0.54 0.28 0.67
C: 0.24 -1.03 0.74
N: 0.81 0.15 0.21
C: 1.60 0.52 -0.84
O: 2.49 -0.16 -1.29
H: -1.48 -0.16 -1.29
H: -0.69 0.86 1.57
H: -0.05 -1.83 0.05
H: 0.61 -1.36 1.70
H: 1.39 1.56 -1.16

As for the largest force on an atom: 0.6 eV/A. The value obtained for the gap between HOMO and LUMO is 10.666 eV. The calculation puts the total energy at -9812.322 eV. The SMILES is O=C[C@H]1CN1C=O. As for the spin multiplicity: 1. The energy above the lowest of the compared OMol25 structures with the same formula, charge and spin is 192.3 kJ/mol. The charge is 0. The value obtained for the HOMO energy is -10.1 eV. The value obtained for the LUMO energy is 0.53 eV.

=====

# 6
This record from the Open Molecules 2025 dataset describes C16H11F2IrN2O3S2 as an isolated structure. The level of theory is the ωB97M-V functional and the def2-TZVPD basis.

Element x y z (Å)
Ir: -0.61 0.53 -0.26
F: -0.81 -0.82 4.94
C: -0.10 -0.35 3.91
C: -0.70 -0.22 2.68
C: 0.05 0.27 1.62
C: 1.40 0.63 1.82
C: 1.95 0.48 3.09
F: 3.24 0.80 3.31
C: 1.23 -0.01 4.15
C: 2.08 1.17 0.64
C: 3.39 1.65 0.57
C: 3.87 2.14 -0.63
C: 3.06 2.14 -1.75
C: 1.78 1.65 -1.63
N: 1.31 1.16 -0.48
H: -1.74 -0.48 2.55
H: 1.67 -0.13 5.13
H: 4.00 1.66 1.45
H: 4.88 2.53 -0.68
H: 3.40 2.53 -2.70
H: 1.08 1.63 -2.46
C: 0.31 -4.06 -1.33
C: 1.30 -3.31 -0.72
C: 1.04 -1.98 -0.43
N: -0.13 -1.40 -0.71
C: -1.10 -2.13 -1.29
C: -0.91 -3.46 -1.61
H: 0.48 -5.11 -1.57
H: 2.26 -3.73 -0.47
H: 1.78 -1.36 0.06
H: -2.02 -1.61 -1.49
H: -1.72 -4.01 -2.08
O: -1.62 2.37 0.08
S: -2.75 1.66 -0.65
O: -4.01 2.31 -0.66
O: -2.70 0.29 0.05
S: -1.82 1.18 -2.38

As for the largest force on an atom: 0.1 eV/A. The value obtained for the gap between HOMO and LUMO is 8.149 eV. The calculation puts the total energy at -55838.955 eV. As for the spin multiplicity: 1. The charge is 0. The value obtained for the HOMO energy is -8.5 eV. The value obtained for the LUMO energy is -0.35 eV.